C2H3O3 | the ωB97M-V functional and the def2-TZVPD basis

Geometry as XYZ:
```
8
Properties=species:S:1:pos:R:3:forces:R:3:mulliken_charge:R:1
O 1.51430 1.16572 3.10125 -2.800 -1.026 -2.054 -0.74
O -0.67924 0.65419 2.53181 1.289 0.175 -0.720 -0.67
O 1.12379 0.14670 1.09426 -1.057 0.888 1.849 -0.32
C 0.21904 0.10349 0.03778 -0.352 -1.418 -0.492 -0.48
C 0.54923 0.73637 2.35056 2.532 0.282 1.928 0.64
H 0.79662 -0.57609 -0.65750 -1.089 0.706 -0.022 0.17
H -0.81561 -0.43865 0.33443 2.124 1.640 -0.764 0.20
H 0.15251 1.14647 -0.41141 -0.648 -1.246 0.274 0.20
```
Forces are in eV/Å.

Spin multiplicity: 1
Energy above the lowest of the compared OMol25 structures with the same formula, charge and spin, kcal/mol: 7.3
SMILES: COC(=O)[O-]
LUMO, Ha: 0.16195
Total charge: -1
Energy, hartree: -303.7741